[1]
{"formula": "H3N3O2S", "method": "the ωB97M-V functional and the def2-TZVPD basis", "elements": ["N", "N", "N", "O", "O", "S", "H", "H", "H"], "xyz": [[-0.48373, -0.54627, 0.42386], [0.67149, -0.93060, -0.10699], [1.64835, 0.07506, -0.13702], [1.29101, 1.13569, 0.25399], [2.73179, -0.23167, -0.51359], [-2.46570, -0.05531, -0.80651], [-0.26113, 0.46097, 0.82016], [-0.94102, -1.20708, 0.84933], [-2.19107, 1.29920, -0.78324]], "mulliken_charge": [-0.113, -0.576, 1.305, -0.693, -0.588, -0.167, 0.375, 0.318, 0.139], "orbital_gap_ev": [7.00, 7.00], "largest_force_ev_per_a": 9.82, "homo_energy_ev": [-9.4, -9.4], "e_above_lowest_kj_mol": 385.1}

[2]
{"formula": "C4H10O2S", "method": "the ωB97M-V functional and the def2-TZVPD basis", "elements": ["O", "C", "C", "C", "C", "S", "H", "H", "H", "H", "H", "H", "H", "H", "H", "H", "O"], "xyz": [[-0.79082, -3.21949, 0.31122], [-0.79292, -2.44785, -0.69800], [-1.02052, -0.94886, -0.58124], [-0.39368, -0.43013, 0.72603], [-0.35524, 1.09112, 0.79520], [1.22522, 1.88562, 1.28252], [-0.83706, -2.84393, -1.72427], [-0.47169, -0.55406, -1.43318], [-2.10766, -0.70725, -0.67263], [0.62683, -0.80710, 0.57653], [-0.80468, -0.86918, 1.60723], [-0.61985, 1.60017, -0.12208], [-1.06975, 1.41800, 1.53216], [1.62310, 0.93729, 2.13929], [0.70982, 2.03423, -2.24532], [-0.34180, 1.39752, -3.06782], [0.52320, 1.18645, -2.68086]], "lowdin_spin": [0.267, 0.385, 0.107, 0.028, 0.022, 0.022, 0.040, 0.010, 0.047, 0.012, 0.004, 0.009, 0.004, 0.001, 0.008, 0.012, 0.024], "orbital_gap_ev": [2.42, 6.56], "spin_multiplicity": 2, "largest_force_ev_per_a": 2.39, "charge": -1, "homo_energy_ev": [0.7, -3.5], "e_above_lowest_kj_mol": 42.8}

Number 2 is which compound? C4H10O2S